58
Properties=species:S:1:pos:R:3:forces:R:3:nbo_charge:R:1 method="wB97M-V/def2-TZVPD" total_charge=+2 total_energy_ev=-40649.3564 homo_lumo_gap_ev=8.77 relative_energy_ev=2.273
C -24.75411 6.66842 2.41397 -3.0 -1.3 -1.5 -0.047
H -24.49928 5.08492 4.83903 0.5 0.7 -0.2 0.232
C -27.54042 2.02362 5.33072 2.9 0.3 1.4 0.238
N -27.55477 2.99960 6.26379 0.9 -1.0 -1.0 -0.289
N -34.30696 4.75861 -0.15959 3.1 -0.6 2.7 -0.283
C -28.65159 3.99925 6.27528 0.4 0.5 0.9 -0.210
H -26.62526 3.95483 2.07853 0.1 -0.3 0.3 0.277
H -33.35345 6.54609 3.43770 -0.3 -1.9 0.5 0.243
C -28.53192 5.16292 5.29320 0.8 -0.1 0.6 -0.629
C -32.51598 4.17807 1.13823 -0.1 -0.5 -1.2 -0.028
H -33.18821 2.85137 -0.55323 -0.2 0.2 0.0 0.263
H -34.75548 4.76265 -2.16054 -0.3 0.6 -0.1 0.234
H -27.74761 5.84640 5.61849 0.3 -0.1 0.0 0.209
H -24.65708 3.66588 3.98385 0.2 -0.2 -0.6 0.222
H -29.44367 5.74756 5.41566 -0.1 -0.2 -0.6 0.234
C -25.73083 6.93601 1.43050 1.5 1.4 -0.6 -0.030
C -34.03294 5.72272 0.80562 0.4 -1.1 -0.4 0.236
H -28.57114 4.40239 7.28479 -0.6 0.0 0.1 0.223
H -26.78429 0.06112 4.05496 0.3 -0.5 -0.3 0.243
H -25.33790 -0.50136 4.89827 0.0 0.4 0.5 0.251
C -32.50639 6.18466 2.85465 0.0 0.7 -2.4 -0.209
H -31.05828 7.58096 1.98701 -0.1 0.1 -0.2 0.214
H -29.73313 6.09432 -0.14493 0.2 -0.7 -0.1 0.240
C -32.05472 7.58691 2.42878 1.2 -0.6 0.0 -0.610
N -25.09695 5.37575 2.82919 -0.9 0.1 -1.6 -0.301
H -29.61228 3.50595 6.12758 0.3 -0.3 0.2 0.238
H -28.35921 1.93682 4.63183 0.2 -0.4 -0.6 0.297
C -35.32984 4.63904 -1.24243 1.1 0.6 0.1 -0.402
C -26.11453 4.90520 2.03002 0.4 0.6 0.7 0.239
H -31.62814 3.80656 1.62826 0.1 -0.9 -0.3 0.284
H -28.90237 7.27666 0.71503 0.3 0.2 0.1 0.209
H -25.29652 0.86570 3.71419 0.3 -0.2 0.1 0.221
H -34.56740 6.65669 0.89758 -0.2 -0.2 0.0 0.236
H -35.72012 3.62720 -1.35178 -0.2 0.1 0.9 0.249
C -25.63316 1.81842 6.55922 -2.1 2.7 -0.6 -0.028
C -33.28199 3.76349 0.01743 0.1 2.2 2.6 -0.068
H -26.10424 3.69693 7.76757 -0.4 -0.2 0.1 0.259
C -28.94328 6.19355 0.59966 0.4 1.0 0.0 -0.631
N -26.52338 5.86343 1.16117 1.6 -1.8 3.0 -0.282
H -36.08007 5.41119 -1.07200 0.0 -0.3 -0.3 0.241
C -24.28981 4.68307 3.84770 -1.1 -0.7 -0.1 -0.411
H -27.65401 4.56523 0.02879 0.1 0.1 -0.1 0.255
H -32.75915 8.02006 1.71867 0.0 0.2 0.3 0.219
H -31.70230 5.56581 3.25283 -0.4 0.2 0.7 0.241
H -25.89261 7.73215 0.71889 0.5 0.6 0.5 0.246
N -32.92889 5.39249 1.61268 -4.1 0.5 -2.4 -0.306
H -29.24019 5.78648 1.56621 0.0 -0.4 -0.2 0.236
H -23.87585 7.12553 2.84537 -0.4 0.5 -0.3 0.264
H -23.25823 4.70233 3.49616 -0.1 0.0 0.5 0.245
Cl -29.19479 2.81746 2.20316 0.3 0.4 0.3 -0.942
H -28.30139 4.81629 4.28583 -0.6 0.1 -0.1 0.239
C -27.57931 5.64600 0.14896 -0.4 0.1 0.2 -0.212
H -27.16969 6.10332 -0.75169 -0.4 -0.1 -0.1 0.228
H -24.69340 1.34430 6.80104 0.0 0.4 0.3 0.261
N -26.30069 1.36490 5.43130 -2.8 1.9 2.3 -0.295
C -26.38883 2.94713 7.04424 0.9 -2.5 -1.6 -0.060
H -31.98585 8.15207 3.35827 -0.2 0.4 -0.2 0.234
C -25.85120 0.38189 4.51816 -0.9 -0.9 -1.9 -0.424

***

63
Properties=species:S:1:pos:R:3:forces:R:3:nbo_charge:R:1 method="wB97M-V/def2-TZVPD" total_charge=+3 total_energy_ev=-50781.8277 homo_lumo_gap_ev="4.37 / 4.37" relative_energy_ev=4.493
H -1.50582 3.24462 -3.60102 -0.1 -0.2 0.1 0.259
Sb 0.09865 -0.94294 1.76370 -0.3 0.2 3.0 1.443
H 1.60844 -3.22217 1.43778 -0.1 0.0 0.0 0.234
F 4.14603 2.15009 -0.75941 0.1 0.1 0.0 -0.249
C -2.67184 -0.58341 -3.08100 -0.7 -0.3 0.6 -0.268
H -3.31111 0.23604 -3.40962 0.1 0.0 0.0 0.236
N -2.75254 -0.00711 -0.71005 -1.2 0.2 0.7 -0.885
H 1.58135 1.03952 5.09830 0.1 -0.1 0.0 0.273
H 3.08467 -1.48721 0.27714 0.0 0.0 0.0 0.206
F 1.72837 0.80073 -0.83107 1.6 0.8 0.8 -0.356
C 3.15586 2.56753 0.00045 -0.2 0.0 0.3 0.287
C 0.28492 0.01307 3.79887 -0.4 -0.1 -1.2 -0.619
F 0.00691 3.74323 2.40475 0.2 0.1 0.0 -0.266
H -1.16700 -2.83743 -2.58819 0.1 0.0 0.1 0.219
H -2.71005 2.22812 -2.82054 0.1 0.0 0.0 0.214
N 0.30734 -1.84655 -1.45282 0.8 0.1 0.6 -0.832
C 1.95554 1.88884 0.00932 -0.6 0.0 -0.5 0.265
H -0.55042 0.71034 3.87087 0.0 -0.2 0.0 0.250
C 2.21191 4.11336 1.63157 0.1 -0.2 -0.3 0.288
H -3.21539 0.87888 -0.93351 0.0 -0.3 0.3 0.394
H 1.78313 1.54056 3.43720 0.1 -0.1 0.0 0.210
H -3.06082 -0.26821 0.22904 -0.1 0.1 -0.4 0.406
C -1.39215 -3.12731 3.41152 0.5 -0.1 0.4 -0.658
H -0.73811 -1.49440 -4.65861 0.0 0.2 0.1 0.257
H 1.28682 -1.57080 -1.59794 -0.2 -0.2 0.2 0.408
H 2.02284 -2.47176 2.99453 -0.5 0.3 0.2 0.266
C 3.29191 3.70292 0.82782 -0.4 -0.3 0.0 0.346
C 1.60393 0.66960 4.06791 0.4 0.4 0.2 -0.650
H 0.46794 -3.06672 -3.19719 -0.1 0.1 0.1 0.252
F 4.41569 4.36975 0.83380 -0.1 0.0 0.0 -0.224
H 0.61682 -0.69579 -3.85220 -0.1 0.0 0.0 0.230
C -3.14529 -1.02161 -1.69082 -0.4 -0.2 -0.3 -0.235
H -1.62079 1.09504 -4.81390 0.1 -0.2 0.1 0.258
H -0.51374 -3.74849 3.25241 0.1 -0.1 0.1 0.228
O -0.22778 1.53621 0.80824 -1.2 -2.4 0.5 -0.650
C -0.36633 -1.14818 -3.68522 0.6 -0.8 0.0 -0.249
C -1.11235 1.14074 -3.84239 0.0 1.1 0.0 -0.249
H -2.50672 -1.54477 2.45766 0.1 0.1 -0.1 0.245
C 1.02281 3.39211 1.63298 -0.1 -0.6 -0.2 0.356
H -1.28266 -2.57783 4.34244 0.0 0.0 0.1 0.237
H 3.53953 -0.86524 1.87616 0.0 0.1 0.0 0.235
C 0.84701 2.24248 0.81212 2.5 1.3 0.0 0.138
H -1.89669 -2.79788 1.33567 -0.1 0.1 0.0 0.226
H 2.44672 -0.01656 4.00053 0.0 0.0 -0.1 0.219
H -2.71759 -1.98201 -1.38836 0.0 0.2 -0.1 0.199
H -0.04635 1.30594 -4.03414 -0.1 -0.1 0.0 0.231
H -4.23564 -1.15285 -1.72930 0.2 0.0 -0.1 0.244
C 1.91572 -2.29869 1.92563 -0.2 0.2 -1.0 -0.580
C -1.64115 2.31796 -3.02719 -0.1 -0.3 -0.7 -0.250
H -1.34514 2.98688 -1.09335 0.2 -0.2 0.0 0.424
C 3.17922 -1.73619 1.33328 0.2 0.1 -0.1 -0.653
H 0.13002 -0.84539 4.45272 -0.2 -0.1 -0.1 0.244
N -1.26033 -0.13275 -3.10779 0.7 0.0 1.4 -0.329
H -2.23773 -3.80615 3.55103 -0.1 0.0 -0.1 0.290
N -0.89478 2.35554 -1.76013 0.4 -0.4 0.3 -0.771
H 3.95691 -2.49803 1.41303 0.0 0.0 0.0 0.277
Pd -0.54439 0.22954 -0.96544 -1.3 0.9 -3.2 1.005
H -2.82253 -1.40464 -3.78726 0.1 0.1 0.0 0.255
C -0.21203 -2.33499 -2.74577 -0.3 0.1 -0.8 -0.245
H 0.32676 -2.63930 -0.80480 0.1 0.3 -0.1 0.404
F 2.32964 5.17670 2.39046 0.0 0.0 0.0 -0.235
C -1.68775 -2.23124 2.24439 0.0 0.4 -1.1 -0.608
H 0.03961 2.72826 -1.95428 -0.2 0.0 0.3 0.408

***

58
Properties=species:S:1:pos:R:3:forces:R:3:nbo_charge:R:1 method="wB97M-V/def2-TZVPD" total_charge=+4 total_energy_ev=-54469.1657 homo_lumo_gap_ev="4.65 / 5.41" relative_energy_ev=0.000
H 1.13942 2.12204 -2.51122 -0.1 0.1 0.2 0.328
H -1.61022 2.30855 3.53972 0.0 -0.2 0.3 0.241
C 4.14808 1.12483 -1.39854 -0.9 -0.1 -0.3 -0.964
O 1.61767 -2.00482 -1.30987 -1.1 4.4 1.3 -0.390
C 0.39831 2.19184 -1.71407 0.2 1.8 -2.1 -0.323
H 4.35725 -1.78545 -0.48451 0.1 0.2 0.5 0.277
H -1.69454 -3.91935 -3.59081 0.1 0.4 0.2 0.319
C 0.72415 -0.27585 1.67650 2.9 -2.8 2.2 0.516
H -2.92520 1.50823 -1.10729 -0.1 0.2 0.0 0.326
C -1.32185 -1.27643 0.06299 -1.5 -4.3 2.6 0.515
H 3.67856 2.09871 -1.58974 0.2 -0.1 -0.1 0.242
O 1.39832 -0.96832 2.33451 -2.9 2.8 -2.2 -0.393
H -0.37710 -0.21156 -4.33338 0.0 -0.3 -0.2 0.240
H -2.18788 -1.48349 4.90662 0.1 0.3 -0.3 0.314
C -1.53969 2.34243 0.36168 -2.0 2.4 -0.3 -0.239
C 0.76155 2.68136 -0.43772 1.2 2.9 -0.2 -0.186
H 3.95308 0.45970 -2.25226 0.2 0.2 0.1 0.267
P -1.37206 -1.67093 -2.67570 -1.1 -0.5 -2.2 1.201
H 3.66068 1.03689 2.41327 0.1 0.2 -0.2 0.272
C -1.38035 1.37445 4.07698 0.6 0.1 -0.6 -0.958
H -1.23239 1.42665 -2.95527 0.1 0.3 0.1 0.319
C -0.45331 -1.30154 -4.21138 0.7 0.5 0.6 -0.957
H 4.98469 1.71621 1.42994 -0.2 -0.2 -0.2 0.314
C -0.19321 2.74279 0.60245 -0.2 2.5 0.8 -0.326
C 3.90654 1.50532 1.44875 -1.0 0.0 0.3 -0.954
H -4.06549 0.09586 3.64353 0.3 0.0 -0.1 0.311
H 0.56260 -1.71225 -4.12615 -0.2 0.1 -0.1 0.273
P 3.41077 0.37827 0.09420 2.2 0.8 0.1 1.172
H -3.45735 -1.73432 -3.95956 0.2 0.0 0.2 0.317
H 3.34321 2.44598 1.35878 0.3 -0.1 0.2 0.238
H -2.10430 -3.82676 -1.83129 0.3 0.0 -0.4 0.280
C -1.91446 1.85581 -0.93041 -1.5 1.9 -0.3 -0.306
C -3.51160 0.00500 2.69808 0.2 -0.1 -0.9 -0.952
H -0.94313 -1.74503 -5.08884 -0.1 0.0 0.3 0.316
H -1.65719 -2.41341 3.46164 0.0 0.1 0.4 0.273
Hf -0.22145 0.77276 -0.23243 4.4 -15.2 4.9 0.851
H 5.22992 1.26700 -1.28749 -0.2 -0.1 0.2 0.315
C 4.42551 -1.11698 0.39322 -1.0 -0.8 0.0 -0.954
H -0.44990 -1.52216 4.44428 -0.4 -0.1 0.0 0.277
H -0.30807 1.37406 4.33546 -0.4 0.1 0.1 0.265
C -1.48225 -1.50676 4.06267 0.8 -0.5 -0.8 -0.957
P -1.70518 -0.05871 2.98331 -1.2 0.9 1.4 1.151
H -3.74683 0.85482 2.03946 -0.2 -0.2 0.3 0.236
H -3.15322 -0.11928 -3.22690 -0.2 -0.3 -0.1 0.243
H 1.78717 3.01404 -0.25177 -0.4 0.0 -0.1 0.313
H 4.02669 -1.63361 1.28746 0.4 0.1 -0.4 0.275
C -3.09599 -1.20584 -3.06582 0.1 0.5 0.9 -0.963
C -0.93722 1.78954 -1.97291 -1.2 1.8 -2.1 -0.242
C 1.24144 -0.94377 -0.98871 1.1 -4.5 -1.4 0.517
H -2.28481 2.39567 1.14922 0.1 0.2 -0.1 0.322
H -3.72879 -1.46480 -2.20281 0.0 0.0 -0.4 0.269
H 0.08428 3.09273 1.59678 0.0 0.0 -0.2 0.330
H -0.38487 -3.84561 -2.34999 -0.5 -0.1 -0.2 0.276
H -1.98525 1.31625 4.99570 0.1 -0.1 -0.3 0.312
H 5.48474 -0.85305 0.56377 -0.5 0.3 -0.1 0.316
H -3.82184 -0.91998 2.19040 0.0 0.2 0.2 0.269
O -1.67819 -2.28104 0.54972 1.3 4.1 -2.4 -0.384
C -1.39946 -3.49666 -2.61426 0.5 0.0 1.3 -0.957

***

56
Properties=species:S:1:pos:R:3:forces:R:3:nbo_charge:R:1 method="wB97M-V/def2-TZVPD" total_charge=0 total_energy_ev=-27766.2167 smiles="O=C(CN1CCOCC1)NN=C1CCCCCCCCCCC1" homo_lumo_gap_ev=9.57 relative_energy_ev=2.236
H 1.12912 -3.78941 -0.03045 -0.1 -0.1 0.1 0.197
C -1.35874 -1.27350 1.86930 0.0 0.3 0.2 -0.504
O 2.62673 4.49472 -0.06830 0.1 0.1 0.1 -0.519
H 1.51503 -1.41289 -1.89914 0.1 0.1 0.0 0.193
O -2.35664 1.42531 2.27546 -0.1 0.0 0.1 -0.627
H 0.36914 0.00418 1.59389 0.0 0.0 0.1 0.199
H 1.24769 -4.32971 -2.70037 0.1 0.0 -0.1 0.197
C 2.44095 3.16933 0.36835 -0.1 -0.3 0.3 -0.073
H 2.25954 2.51304 -0.49713 0.0 0.0 0.1 0.164
H -0.86337 -3.89496 -1.61829 -0.1 -0.1 0.1 0.190
C 1.17263 -1.90418 2.14969 0.2 0.3 -0.1 -0.395
H 1.67204 6.01159 -0.97533 -0.1 -0.1 0.0 0.197
H -0.98667 3.60885 2.52610 0.0 -0.1 -0.1 0.203
H 2.67852 -2.71772 -1.72603 0.1 0.1 0.0 0.203
H 0.43439 5.57680 1.11594 0.0 0.0 0.0 0.173
H 2.87481 -2.45584 0.94758 0.1 0.0 -0.1 0.200
H 0.07882 -2.37655 -0.19134 -0.2 -0.1 0.0 0.202
H -1.07119 -3.95865 -3.35492 -0.1 -0.1 0.1 0.205
C -2.49596 -2.14982 -0.25033 0.0 0.0 -0.4 -0.445
H -0.78430 1.83546 -0.40154 -0.1 -0.1 0.2 0.418
H 0.75604 -2.88607 2.38371 0.0 -0.1 0.1 0.194
N -1.68659 0.06048 -0.21642 -0.4 0.0 -0.7 -0.313
H 1.47562 3.66825 2.23349 0.0 0.0 0.0 0.176
N -1.22689 1.24868 0.29892 0.5 0.0 -0.1 -0.469
H -1.50653 -1.66384 -3.55060 0.1 0.1 0.0 0.205
C -2.65451 -1.98453 -1.76400 0.1 0.1 0.1 -0.392
H 1.24422 4.38730 -1.59112 0.0 0.1 0.1 0.164
H 1.10240 -2.89647 -3.71363 0.0 -0.1 -0.1 0.199
C 1.61393 -2.47643 -1.67002 -0.2 -0.2 0.0 -0.394
H -3.49301 -2.19818 0.20159 0.0 -0.1 0.1 0.233
C 0.87065 -3.30406 -2.72688 -0.1 0.0 0.1 -0.387
H 0.04653 -0.45887 3.25399 0.0 0.1 0.0 0.215
H -3.16031 -1.03739 -1.95050 -0.1 0.0 0.0 0.221
C 1.10631 -2.71960 -0.25169 0.5 0.3 -0.2 -0.408
C -1.78146 -1.01883 0.44602 -0.1 0.0 0.6 0.328
H -1.93644 3.95724 1.07367 0.0 0.0 0.1 0.224
H 3.36978 2.87394 0.85858 -0.1 -0.1 0.0 0.198
C 1.46061 4.98024 -0.68900 -0.3 0.2 0.0 -0.072
C 1.90720 -1.96804 0.80650 -0.2 -0.3 0.1 -0.387
H -0.63633 5.26172 -0.27815 0.0 0.0 0.0 0.206
H -3.28893 -2.79201 -2.13684 -0.1 0.0 0.0 0.200
N 0.05911 3.53488 0.66167 -0.1 0.2 0.1 -0.459
H 1.12126 2.02735 1.63858 0.0 0.0 0.0 0.212
H -2.04416 -0.69700 2.49893 0.0 -0.2 -0.1 0.279
C 0.25472 4.91669 0.25058 0.2 0.0 -0.3 -0.247
C 1.26161 3.06542 1.33423 0.3 0.0 -0.2 -0.258
H 1.90985 -1.67553 2.92319 0.0 -0.1 0.1 0.205
C -1.32631 -1.98772 -2.52365 -0.1 -0.3 0.1 -0.411
H -1.49076 -2.32964 2.11039 0.0 0.0 -0.1 0.210
C -1.63112 1.88937 1.41825 0.0 0.2 0.0 0.646
C -0.64863 -3.36079 -2.54340 0.2 0.2 -0.1 -0.401
C 0.07493 -0.83197 2.22830 0.0 -0.2 0.1 -0.391
H -2.00560 -3.09627 -0.01605 0.0 0.0 0.1 0.209
H -0.67705 -1.24818 -2.06151 0.1 0.1 -0.1 0.209
H 2.10572 -0.95010 0.46019 0.1 0.1 0.0 0.189
C -1.12839 3.33390 1.46953 0.0 0.0 0.0 -0.307